Molecular formula: C3H11BrSi2
Method: DFT, ωB97M-V/def2-TZVPD

For the LUMO energy, the calculation gives 0.25 eV. The spin multiplicity is 1. The calculation puts the energy relative to the best compared isomer or geometry (same formula, charge and spin) at 77.4 kJ/mol. The net charge is 0. The value obtained for the HOMO energy is -9.11 eV.

Each atom is followed by the atoms it is bonded to, with distances in Å.
Atoms and positions in Å:
1 C -1.4411 -1.1409 0.1692  Si5 1.902, H7 1.085, H8 1.087, H9 1.090
2 C 0.0785 1.2559 1.4771  Si5 1.908, H10 1.088, H11 1.087, H12 1.084
3 C -0.0280 0.9646 -1.6422  Si5 1.914, H13 1.087, H14 1.088, H15 1.088
4 Si 1.9892 -1.2649 0.0400  Si5 2.322, Br6 2.228, H17 1.456
5 Si 0.0563 0.0224 0.0215  C1 1.902, C2 1.908, C3 1.914, Si4 2.322
6 Br 3.8265 -0.0044 0.0322  Si4 2.228
7 H -1.5856 -1.7324 -0.7290  C1 1.085
8 H -1.3251 -1.8293 1.0020  C1 1.087
9 H -2.3627 -0.5845 0.3370  C1 1.090
10 H 1.0766 1.6555 1.6464  C2 1.088
11 H -0.5842 2.0981 1.2953  C2 1.087
12 H -0.2392 0.7792 2.3974  C2 1.084
13 H 0.8010 1.6594 -1.7499  C3 1.087
14 H 0.0044 0.2815 -2.4885  C3 1.088
15 H -0.9475 1.5389 -1.7291  C3 1.088
16 H 2.1885 -2.2977 1.9657  no bonds
17 H 2.3601 -2.3368 -0.8736  Si4 1.456

Results of the Mulliken charge analysis, in e, for atoms 1 through 8: -1.0675 -1.0481 -1.0701 0.2190 0.3786 -0.2284 0.3289 0.3372